(1)
DFT (the ωB97M-V functional and the def2-TZVPD basis) results for a cluster of 4 separate species, C39H47N5Si in total.

Values from the calculation:
max |F|	5.89	eV/A
relative energy (zero: lowest compared OMol25 entry of this formula, charge and spin)	252.0	kcal per mole
HOMO-LUMO gap	7.5	eV
SMILES	C[Si](C)(CCCCCCCCc1cccc2nccnc12)c1ccccc1.c1ccncc1.c1ccncc1.c1ccncc1
highest occupied orbital energy	-8.25	eV

Last column: Mulliken charge in e.
Positions of all 92 atoms, in Å:
C  2.838  -0.767  3.686  -0.970
Si  1.731  -0.649  2.130  -0.090
C  0.416  -2.077  2.261  -0.097
C  0.738  0.982  1.964  0.849
C  1.316  2.233  2.797  -0.668
C  2.134  3.306  1.925  -0.323
C  1.230  4.219  0.963  -0.919
C  0.860  3.547  -0.449  -0.253
C  -0.735  3.199  -0.384  -0.735
C  -1.116  1.975  -1.349  -0.085
C  -2.724  1.866  -1.503  -1.086
C  -3.235  0.823  -0.368  0.348
C  -4.025  1.378  0.865  -0.502
C  -4.536  0.329  1.938  -0.582
C  -4.230  -1.161  1.702  -0.623
C  -3.400  -1.726  0.472  0.437
N  -3.208  -3.149  0.426  -0.594
C  -2.426  -3.469  -0.721  -0.207
C  -1.899  -2.472  -1.789  -0.296
N  -2.147  -1.072  -1.738  -0.339
C  -2.894  -0.700  -0.569  0.703
C  2.663  -0.944  0.485  0.606
C  3.735  0.085  0.000  -0.252
C  4.538  -0.010  -1.321  -0.254
C  4.288  -1.244  -2.231  -0.528
C  3.256  -2.327  -1.787  -0.506
C  2.436  -2.185  -0.456  -0.110
H  2.148  -0.763  4.605  0.314
H  3.631  0.071  3.731  0.289
H  3.328  -1.817  3.661  0.311
H  -0.166  -2.133  1.261  -0.210
H  0.976  -3.075  2.400  -0.235
H  -0.330  -1.890  3.122  0.358
H  -0.322  0.770  2.385  0.314
H  0.595  1.176  0.846  -1.020
H  2.021  1.898  3.649  0.293
H  0.442  2.772  3.333  0.367
H  2.990  2.873  1.305  -0.029
H  2.630  4.028  2.687  0.377
H  0.286  4.628  1.494  0.349
H  1.863  5.160  0.719  0.342
H  1.381  2.523  -0.599  0.236
H  1.045  4.207  -1.361  0.431
H  -1.350  4.131  -0.636  0.503
H  -0.998  2.864  0.690  0.130
H  -0.606  2.083  -2.376  0.349
H  -0.774  1.003  -0.838  -0.125
H  -3.240  2.882  -1.400  0.497
H  -3.006  1.405  -2.511  0.355
H  -4.230  2.509  0.956  0.344
H  -5.099  0.762  2.826  0.364
H  -4.636  -1.913  2.477  0.342
H  -2.174  -4.583  -0.878  0.338
H  -1.301  -2.872  -2.681  0.363
H  3.941  0.973  0.681  0.086
H  5.283  0.822  -1.581  0.319
H  4.913  -1.316  -3.187  0.305
H  3.135  -3.228  -2.488  0.274
H  1.694  -3.007  -0.179  0.229
N  -7.220  2.264  -1.551  -0.469
C  -6.643  1.050  -1.575  -0.120
C  -7.335  -0.123  -1.832  -0.631
C  -8.699  -0.044  -2.073  -0.342
C  -9.319  1.198  -2.051  -0.381
C  -8.540  2.313  -1.789  -0.230
H  -5.580  1.045  -1.373  0.716
H  -6.820  -1.076  -1.842  0.385
H  -9.274  -0.941  -2.276  0.371
H  -10.381  1.296  -2.235  0.359
H  -8.978  3.306  -1.766  0.374
N  1.706  -5.574  2.368  -0.281
C  1.540  -6.722  1.691  -0.134
C  1.121  -7.907  2.273  -0.565
C  0.861  -7.913  3.635  -0.087
C  1.026  -6.742  4.360  -0.698
C  1.446  -5.608  3.685  0.038
H  1.759  -6.668  0.629  0.367
H  1.002  -8.803  1.676  0.347
H  0.532  -8.822  4.127  0.363
H  0.832  -6.711  5.425  0.344
H  1.586  -4.666  4.207  0.286
N  5.665  2.682  -2.891  -0.188
C  4.747  3.109  -3.774  -0.204
C  4.955  4.157  -4.656  -0.717
C  6.179  4.808  -4.625  -0.092
C  7.146  4.389  -3.722  -0.646
C  6.842  3.329  -2.884  -0.134
H  3.805  2.571  -3.757  0.447
H  4.178  4.457  -5.349  0.356
H  6.379  5.634  -5.299  0.361
H  8.112  4.875  -3.670  0.360
H  7.566  2.962  -2.163  0.367

=====

(2)
DFT (the ωB97M-V functional and the def2-TZVPD basis) results for a structure of composition C39H47N7O4ReS2.

Values from the calculation:
max |F|	3.06	eV/A
spin multiplicity	4
relative energy (zero: lowest compared OMol25 entry of this formula, charge and spin)	24.5	kcal per mole
HOMO-LUMO gap (spin up / spin down)	7.9 / 6.0	eV
highest occupied orbital energy (spin up / spin down)	-13.15 / -13.17	eV
net charge	+2

Last column: Mulliken charge in e.
Positions of all 100 atoms, in Å:
Re  -0.003  -1.276  -0.155  1.799
C  2.693  3.493  -3.560  -1.098
C  1.765  2.421  -4.116  -0.733
N  1.984  1.144  -3.455  0.345
C  2.761  0.160  -4.174  -0.519
C  4.248  0.477  -4.289  -1.314
C  1.372  0.911  -2.312  0.080
S  1.899  -0.457  -1.322  -0.140
N  0.523  1.790  -1.835  -0.207
C  -0.521  1.620  -1.052  -0.322
O  -1.023  0.488  -0.772  -0.391
C  -1.140  2.831  -0.505  0.776
C  -2.368  2.745  0.155  -0.335
C  -2.904  3.867  0.755  -0.792
C  -2.221  5.072  0.705  -0.510
C  -1.023  5.172  0.012  -0.758
C  -0.481  4.057  -0.596  -0.353
H  2.349  4.468  -3.886  0.380
H  3.709  3.356  -3.915  0.350
H  2.694  3.466  -2.475  0.252
H  1.936  2.279  -5.182  0.447
H  0.728  2.717  -3.959  0.511
H  2.327  0.093  -5.176  0.432
H  2.613  -0.811  -3.701  0.167
H  4.414  1.451  -4.740  0.432
H  4.701  -0.265  -4.943  0.384
H  4.741  0.444  -3.320  0.252
H  -2.902  1.806  0.167  0.437
H  -3.859  3.808  1.253  0.472
H  -2.634  5.944  1.186  0.498
H  -0.517  6.121  -0.058  0.458
H  0.446  4.114  -1.147  0.520
C  -2.377  -4.070  3.241  -1.166
C  -3.296  -3.409  2.199  -0.451
C  -2.459  -2.672  1.323  0.418
N  -1.689  -2.083  0.707  -0.119
H  -2.971  -4.660  3.930  0.397
H  -1.834  -3.315  3.804  0.292
H  -1.656  -4.725  2.758  0.340
H  -3.998  -2.719  2.677  0.224
H  -3.870  -4.153  1.641  0.364
O  0.395  -1.520  -3.566  -0.630
C  -0.611  -1.891  -2.981  0.511
O  -0.605  -2.358  -1.778  -0.659
C  -1.978  -1.812  -3.594  0.355
C  -2.216  -2.288  -4.877  -0.406
C  -3.498  -2.210  -5.398  -0.648
C  -4.518  -1.627  -4.664  -0.487
C  -4.265  -1.122  -3.399  -0.982
C  -2.996  -1.220  -2.855  0.078
H  -1.417  -2.735  -5.447  0.487
H  -3.695  -2.600  -6.385  0.427
H  -5.514  -1.573  -5.076  0.415
H  -5.057  -0.653  -2.834  0.438
H  -2.790  -0.826  -1.869  0.374
N  3.675  -3.830  1.278  -0.349
C  2.724  -3.509  0.410  0.801
S  1.191  -3.090  1.087  -0.473
N  2.925  -3.510  -0.895  0.024
C  4.174  -3.694  -1.551  -0.214
C  5.044  -4.732  -1.237  -0.464
C  6.274  -4.805  -1.875  -0.723
C  6.627  -3.864  -2.829  -0.596
C  5.744  -2.849  -3.162  -0.520
C  4.522  -2.766  -2.523  0.567
H  3.478  -3.787  2.264  0.234
H  4.609  -4.058  0.967  0.251
H  2.159  -3.180  -1.477  0.177
H  4.751  -5.504  -0.543  0.650
H  6.962  -5.597  -1.622  0.415
H  7.587  -3.919  -3.319  0.416
H  6.015  -2.117  -3.906  0.343
H  3.831  -1.977  -2.751  -0.016
C  -1.384  3.740  6.058  -1.462
C  -1.708  3.386  4.606  -0.450
N  -2.680  2.319  4.473  0.465
C  -4.070  2.619  4.799  -0.829
C  -4.474  2.153  6.193  -1.245
C  -2.420  1.117  3.941  0.059
O  -3.271  0.264  3.732  -0.679
C  -1.013  0.791  3.496  -1.066
C  0.129  0.765  4.291  0.608
C  1.317  0.337  3.717  -1.344
C  1.322  -0.105  2.407  -0.219
N  0.209  -0.177  1.669  0.191
C  -0.920  0.294  2.203  -0.036
H  -0.554  4.443  6.072  0.422
H  -1.102  2.858  6.630  0.339
H  -2.234  4.209  6.546  0.382
H  -0.794  3.097  4.081  0.500
H  -2.110  4.276  4.107  0.309
H  -4.694  2.105  4.063  0.428
H  -4.211  3.696  4.699  0.463
H  -4.404  1.072  6.268  0.295
H  -5.505  2.441  6.380  0.427
H  -3.851  2.601  6.960  0.277
H  0.096  1.062  5.327  0.627
H  2.230  0.334  4.291  0.491
H  2.232  -0.439  1.930  0.634
H  -1.819  0.259  1.603  0.797